{"formula": "C4H6O2", "method": "the ωB97M-V functional and the def2-TZVPD basis", "orbital_gap_ha": 0.346, "total_energy_ev": -8334.787, "de_lowest_kj_mol": 547.4, "species": ["C", "O", "C", "C", "O", "C", "H", "H", "H", "H", "H", "H"], "coordinates": [[1.796, 0.318, -0.276], [1.354, -0.092, 1.405], [0.691, 0.527, 0.534], [-0.784, 0.853, 0.502], [-1.300, 0.185, -0.620], [-0.665, -1.094, -0.743], [0.442, -0.975, -0.788], [2.567, 1.076, -0.230], [-0.939, 1.933, 0.391], [-1.256, 0.528, 1.444], [-0.971, -1.750, 0.083], [-0.936, -1.509, -1.703]], "lowdin_charge": [0.161, 0.078, -0.433, -0.137, -0.148, -0.100, 0.045, 0.055, 0.140, 0.140, 0.105, 0.093]}